Record 1
Molecular formula: CH3O3
Method: DFT, wB97M-V/def2-TZVPD

The calculation puts the energy above the lowest of the compared OMol25 structures with the same formula, charge and spin at 160.0 kcal per mole. Its HOMO energy (alpha / beta) is -16.71 / -16.71 eV.

Geometry as ORCA input:
```
! wB97M-V def2-TZVPD RIJCOSX def2/J DEFGRID3
* xyz 1 1
C 1.48 -0.33 0.10
O -2.86 -0.30 0.09
O -1.00 0.69 -0.23
O -2.23 0.75 -0.13
H 0.99 -1.20 -0.20
H 2.38 -0.20 0.85
H 1.25 0.59 -0.50
*
```

=====

Record 2
Molecular formula: C5H10O2
Method: DFT, wB97M-V/def2-TZVPD

The calculation puts the energy above the lowest of the compared OMol25 structures with the same formula, charge and spin at 71.7 kcal per mole. Its HOMO energy is -8.53 eV.

Geometry as ORCA input:
```
! wB97M-V def2-TZVPD RIJCOSX def2/J DEFGRID3
* xyz 0 1
C -0.63 -0.97 -1.48
O -1.65 -0.77 -0.54
C -1.78 0.53 -0.02
C -0.43 1.16 0.32
C 0.65 0.45 1.13
C 1.54 -0.48 0.76
O 2.78 -0.45 1.33
H 0.36 -0.62 -1.16
H -0.82 -0.51 -2.46
H -0.58 -2.06 -1.58
H -2.30 1.21 -0.73
H -2.43 0.44 0.85
H -0.65 2.10 0.84
H 0.05 1.44 -0.63
H 0.98 0.98 2.02
H 1.39 -1.31 0.06
H 3.33 -1.15 0.97
*
```

=====

Record 3
Molecular formula: C40H45BClN8O6Ru
Method: DFT, wB97M-V/def2-TZVPD

The expectation value of S² is 6.022. The calculation puts the energy above the lowest of the compared OMol25 structures with the same formula, charge and spin at 204.8 kcal per mole. Its HOMO energy (alpha / beta) is -4.69 / -5.04 eV.

Geometry as ORCA input:
```
! wB97M-V def2-TZVPD RIJCOSX def2/J DEFGRID3
* xyz -1 5
Ru -0.42 -0.17 -0.17
C 1.30 -1.75 3.30
C 0.66 -0.39 3.32
C 0.51 0.40 4.47
C -0.10 1.56 4.04
C -0.51 2.76 4.83
N -0.29 1.43 2.71
N 0.17 0.24 2.27
B -0.77 2.47 1.71
N 0.32 2.77 0.66
N 0.22 2.33 -0.62
C 1.20 2.90 -1.31
C 1.35 2.65 -2.77
C 1.97 3.71 -0.46
C 1.38 3.59 0.79
C 1.76 4.19 2.10
N -2.06 2.00 0.98
N -2.02 1.11 -0.04
C -3.22 1.08 -0.62
C -3.48 0.24 -1.83
C -4.06 1.98 0.04
C -3.29 2.54 1.04
C -3.68 3.56 2.06
H 1.70 -1.97 4.29
H 0.58 -2.52 3.02
H 2.12 -1.78 2.58
H 0.81 0.16 5.48
H -0.30 2.58 5.88
H 0.03 3.65 4.52
H -1.58 2.96 4.72
H -1.04 3.49 2.30
H 1.63 1.61 -2.96
H 0.41 2.85 -3.29
H 2.12 3.29 -3.19
H 2.84 4.29 -0.71
H 2.63 4.84 1.96
H 0.95 4.78 2.51
H 2.02 3.41 2.82
H -2.95 -0.71 -1.77
H -4.54 0.05 -1.94
H -3.13 0.74 -2.73
H -5.09 2.20 -0.18
H -4.75 3.74 1.99
H -3.45 3.22 3.07
H -3.15 4.50 1.91
O 2.80 -0.38 -2.61
C 3.17 -0.25 -1.45
N 4.33 -0.88 -0.98
C 4.72 -0.23 0.25
C 3.31 0.32 0.66
O 3.10 0.71 1.79
N 2.50 0.37 -0.43
C 5.65 0.95 -0.01
C 5.42 2.22 0.50
C 6.26 3.28 0.19
C 7.35 3.09 -0.64
C 7.61 1.82 -1.15
C 6.76 0.76 -0.83
C 5.27 -1.18 1.30
C 4.94 -2.53 1.26
C 5.42 -3.41 2.22
C 6.24 -2.95 3.24
C 6.56 -1.60 3.29
C 6.08 -0.72 2.33
H 5.01 -1.11 -1.69
H 4.56 2.38 1.15
H 6.05 4.26 0.59
H 8.00 3.91 -0.90
H 8.46 1.65 -1.80
H 6.99 -0.22 -1.23
H 4.30 -2.89 0.46
H 5.15 -4.46 2.17
H 6.62 -3.63 3.98
H 7.20 -1.23 4.08
H 6.34 0.33 2.38
C 1.59 -3.86 -1.27
C -1.63 -3.07 0.04
C -2.46 -4.26 -0.33
C -1.85 -1.65 0.30
C -0.91 -2.14 -3.95
C -1.04 -0.88 -4.56
C -1.51 -0.76 -5.86
C -1.85 -1.89 -6.60
C -1.71 -3.14 -6.01
C -1.24 -3.27 -4.72
H 2.04 -4.30 -0.39
H 1.68 -1.39 -1.34
H 1.25 -3.68 -3.10
H -3.23 -4.42 0.43
H -1.85 -5.16 -0.40
H -2.94 -4.10 -1.30
H -2.88 -1.33 0.44
H -0.76 0.00 -3.99
H -1.60 0.22 -6.31
H -2.20 -1.80 -7.62
H -1.97 -4.03 -6.58
H -1.15 -4.25 -4.26
O -1.53 -2.69 1.33
Cl 0.70 -2.30 -0.98
O -0.22 -2.25 -2.83
O 1.63 -4.35 -2.49
O 0.93 -2.03 0.60
*
```

=====

Record 4
Molecular formula: C3H8O4S2
Method: DFT, wB97M-V/def2-TZVPD

The calculation puts the energy above the lowest of the compared OMol25 structures with the same formula, charge and spin at 37.4 kcal per mole. Its HOMO energy is -9.35 eV.

Geometry as ORCA input:
```
! wB97M-V def2-TZVPD RIJCOSX def2/J DEFGRID3
* xyz 0 1
C -0.20 2.67 -1.24
C 3.65 1.77 0.06
C -1.16 1.56 -0.98
O 2.94 0.05 -1.76
O 3.39 -0.80 0.45
O -0.84 1.81 1.69
O 1.30 0.34 0.02
S 2.80 0.19 -0.36
S -1.01 0.78 0.70
H 0.06 3.31 -0.33
H 0.79 2.24 -1.64
H -0.61 3.37 -1.84
H 2.94 2.49 -0.27
H 3.88 2.08 1.04
H 4.42 1.87 -0.62
H -0.96 0.73 -1.65
H -2.16 1.82 -1.06
*
```

=====

Record 5
Molecular formula: C34H36Br3FNO17P3S
Method: DFT, wB97M-V/def2-TZVPD

The calculation puts the energy above the lowest of the compared OMol25 structures with the same formula, charge and spin at 0.0 kcal per mole. Its HOMO energy is -9.46 eV.

Geometry as ORCA input:
```
! wB97M-V def2-TZVPD RIJCOSX def2/J DEFGRID3
* xyz 0 1
C -0.38 5.50 -4.31
C 0.10 4.31 -5.12
O -0.66 3.77 -5.89
O 1.37 3.80 -5.01
C 1.79 3.52 -3.67
C 1.47 2.10 -3.21
C 0.03 1.91 -2.71
C -0.22 2.40 -1.27
C 0.59 1.66 -0.17
C -0.19 0.57 0.56
C -1.06 0.86 1.61
C -1.29 2.26 2.17
C -1.83 3.31 1.19
O -2.84 3.25 0.58
Br -0.69 4.93 0.97
C -1.76 -0.18 2.19
Br -3.00 0.14 3.63
C -1.60 -1.49 1.82
C -2.33 -2.66 2.45
P -3.74 -3.12 1.34
O -5.00 -2.89 2.04
O -3.63 -4.65 0.85
O -3.68 -2.19 0.01
C -0.70 -1.74 0.81
C 0.01 -0.76 0.15
N 0.94 -1.09 -0.90
C 0.26 -1.50 -2.13
O 0.93 -1.01 -3.30
C 0.87 -1.98 -4.28
C 2.14 -2.79 -4.51
O -0.12 -2.20 -4.94
C 1.85 -2.13 -0.48
C 1.40 -3.31 0.07
C 2.25 -4.30 0.46
C 3.62 -4.11 0.29
P 4.77 -5.44 0.86
O 5.09 -6.35 -0.48
Br 3.57 -6.75 2.26
C 4.09 -2.93 -0.26
C 5.59 -2.74 -0.39
P 6.27 -2.80 -2.10
O 7.17 -1.65 -2.29
O 5.09 -2.79 -3.19
O 7.14 -4.13 -2.18
C 3.20 -1.94 -0.66
C 3.69 -0.65 -1.28
C 3.83 0.43 -0.22
O 3.76 0.20 0.96
F 4.09 1.68 -0.64
S -0.37 -3.42 0.28
H -0.36 5.21 -3.25
H -1.42 5.73 -4.53
H 0.28 6.37 -4.40
H 1.43 4.23 -2.92
H 2.88 3.62 -3.66
H 2.18 1.78 -2.44
H 1.60 1.42 -4.06
H -0.63 2.51 -3.36
H -0.34 0.89 -2.80
H -1.29 2.38 -1.11
H 0.11 3.44 -1.24
H 1.49 1.21 -0.58
H 0.88 2.39 0.60
H -1.95 2.28 3.04
H -0.32 2.63 2.51
H -2.78 -2.43 3.41
H -1.70 -3.55 2.48
H -2.78 -4.77 0.40
H -4.50 -2.32 -0.48
H -0.80 -1.23 -2.11
H 0.29 -2.60 -2.18
H 1.91 -3.57 -5.24
H 2.46 -3.30 -3.59
H 2.93 -2.17 -4.93
H 1.86 -5.20 0.92
H 4.28 -6.42 -1.00
H 5.81 -1.72 -0.04
H 6.17 -3.40 0.25
H 5.05 -1.89 -3.53
H 7.99 -3.88 -2.59
H 3.03 -0.34 -2.10
H 4.68 -0.76 -1.73
O -7.86 5.24 6.69
C -7.20 4.24 6.48
C -6.64 3.92 5.18
C -5.94 2.79 5.01
O -5.40 2.45 3.84
C -5.72 1.82 6.13
O -5.09 0.81 5.91
C -6.26 2.16 7.44
C -6.95 3.29 7.61
O -7.47 3.63 8.79
H -6.81 4.62 4.37
H -4.96 1.59 3.99
H -6.08 1.46 8.25
H -7.92 4.49 8.64
*
```

=====

Record 6
Molecular formula: C6H11NO
Method: DFT, wB97M-V/def2-TZVPD

The calculation puts the energy above the lowest of the compared OMol25 structures with the same formula, charge and spin at 144.8 kcal per mole. Its HOMO energy is -7.82 eV.

Geometry as ORCA input:
```
! wB97M-V def2-TZVPD RIJCOSX def2/J DEFGRID3
* xyz 0 1
C -1.77 -0.99 -0.95
C -1.51 0.25 -0.01
C -0.03 0.15 0.05
C 0.71 -0.36 1.06
C 2.29 0.27 -0.50
C 1.02 0.53 -1.08
H -1.16 -2.13 -0.88
H -1.43 -0.10 -1.97
H -2.81 -1.10 -1.03
H -1.42 1.28 -0.74
H -2.24 1.34 1.74
H -3.21 0.16 0.76
H 0.41 -0.99 1.83
H 2.87 -0.37 -1.01
H 2.62 1.29 -0.50
H 0.83 1.51 -1.49
H 0.66 0.04 -2.14
N -2.30 0.35 1.13
O 2.10 -0.31 0.76
*
```

=====

Record 7
Molecular formula: C18H14N3O6Pd
Method: DFT, wB97M-V/def2-TZVPD

The expectation value of S² is 2.005. The calculation puts the energy above the lowest of the compared OMol25 structures with the same formula, charge and spin at 11.6 kcal per mole. Its HOMO energy (alpha / beta) is -5.08 / -5.08 eV.

Geometry as ORCA input:
```
! wB97M-V def2-TZVPD RIJCOSX def2/J DEFGRID3
* xyz -1 3
Pd -0.23 -1.09 0.00
O 6.11 -2.93 2.38
C 5.91 -2.57 1.21
O 6.69 -2.48 0.24
C 4.44 -2.22 0.87
C 4.09 -1.82 -0.41
C 2.77 -1.52 -0.69
N 1.81 -1.61 0.23
C 2.13 -1.99 1.48
C 3.43 -2.30 1.83
C 0.99 -2.04 2.49
O 1.21 -2.41 3.62
O -0.18 -1.72 2.02
H 4.86 -1.75 -1.16
H 2.45 -1.20 -1.68
H 3.66 -2.60 2.84
O -0.75 0.44 -1.75
C -0.28 1.32 -0.98
O 0.31 1.02 0.10
C -0.45 2.77 -1.32
C 0.00 3.75 -0.44
C -0.17 5.09 -0.75
C -0.78 5.45 -1.95
C -1.23 4.48 -2.83
C -1.06 3.13 -2.52
H 0.47 3.44 0.48
H 0.17 5.85 -0.07
H -0.91 6.50 -2.19
H -1.70 4.76 -3.76
H -1.40 2.35 -3.19
C -2.95 -0.28 1.82
C -3.25 -1.25 0.74
N -2.39 -1.77 -0.11
C -3.10 -2.59 -0.96
C -4.40 -2.59 -0.60
N -4.49 -1.74 0.48
H -1.98 -0.52 2.26
H -3.71 -0.32 2.60
H -2.92 0.74 1.42
H -2.62 -3.13 -1.76
H -5.26 -3.11 -0.99
H -5.32 -1.51 1.00
*
```

=====

Record 8
Molecular formula: C26H35HfN2
Method: DFT, wB97M-V/def2-TZVPD

The calculation puts the energy above the lowest of the compared OMol25 structures with the same formula, charge and spin at 43.5 kcal per mole. Its HOMO energy is -9.86 eV.

Geometry as ORCA input:
```
! wB97M-V def2-TZVPD RIJCOSX def2/J DEFGRID3
* xyz 1 1
C 1.26 -1.88 0.74
C 1.87 -1.35 -0.45
C 0.92 -1.47 -1.53
C -0.22 -2.19 -1.02
C -0.02 -2.41 0.38
Hf 0.05 0.11 -0.03
C -3.83 1.04 -1.23
C -3.29 0.64 -0.05
H -3.72 1.05 0.87
C -2.19 -0.33 0.19
H -2.34 -1.25 -0.38
H -2.27 -0.68 1.24
C -4.40 2.42 -1.38
H -3.99 3.10 -0.63
H -4.16 2.84 -2.36
H -5.48 2.45 -1.27
C -3.74 0.18 -2.44
H -2.77 -0.33 -2.55
H -4.49 -0.64 -2.39
H -3.94 0.78 -3.34
C 3.32 -1.07 -0.58
H 3.68 -0.50 0.28
H 3.90 -2.01 -0.64
H 3.53 -0.50 -1.49
C 1.17 -1.13 -2.96
H 1.60 -0.12 -3.05
H 1.88 -1.83 -3.42
H 0.24 -1.14 -3.54
C -1.25 -2.87 -1.86
H -1.37 -2.36 -2.82
H -0.94 -3.91 -2.07
H -2.23 -2.92 -1.37
C -0.83 -3.31 1.24
H -1.89 -3.31 0.96
H -0.47 -4.35 1.15
H -0.75 -3.04 2.30
C 2.00 -2.20 1.99
H 1.32 -2.35 2.84
H 2.60 -3.12 1.87
H 2.70 -1.39 2.27
C 1.42 1.90 -0.97
C 0.72 3.09 -1.62
C 2.73 1.79 -1.42
C 0.87 3.06 -3.01
H 0.01 3.86 -1.28
C 3.03 2.03 -2.78
H 3.56 1.48 -0.76
C 2.02 2.53 -3.61
H 0.07 3.40 -3.68
H 4.03 1.79 -3.18
H 2.10 2.51 -4.71
N 0.97 1.67 6.05
C 0.74 1.27 4.77
C 1.60 1.65 3.72
C 1.29 1.29 2.42
N 0.19 0.53 2.13
C -0.57 0.05 3.17
C -0.35 0.43 4.47
H 1.74 2.28 6.28
H 0.34 1.41 6.80
H 2.49 2.24 3.93
H 1.90 1.60 1.56
H -1.37 -0.65 2.92
H -1.01 0.08 5.26
*
```

=====

Record 9
Molecular formula: C3H9INP
Method: DFT, wB97M-V/def2-TZVPD

The calculation puts the energy above the lowest of the compared OMol25 structures with the same formula, charge and spin at 58.6 kcal per mole. Its HOMO energy (alpha / beta) is -8.72 / -8.09 eV.

Geometry as ORCA input:
```
! wB97M-V def2-TZVPD RIJCOSX def2/J DEFGRID3
* xyz 0 1
C -0.69 1.44 -0.10
C -0.16 -0.63 -1.55
C 0.42 0.40 -0.52
N 1.17 -0.41 0.36
P -0.64 -1.69 1.81
I 2.48 0.39 1.67
H -0.20 2.17 0.48
H -1.16 1.87 -1.01
H -1.44 0.94 0.61
H -0.90 -1.31 -1.20
H 0.63 -1.24 -1.90
H -0.45 -0.26 -2.54
H 1.03 1.16 -1.00
H 0.43 -2.38 2.46
H -0.50 -0.46 2.42
*
```

=====

Record 10
Molecular formula: C6H12O
Method: DFT, wB97M-V/def2-TZVPD

The calculation puts the energy above the lowest of the compared OMol25 structures with the same formula, charge and spin at 7.7 kcal per mole. Its HOMO energy is -9.52 eV.

Geometry as ORCA input:
```
! wB97M-V def2-TZVPD RIJCOSX def2/J DEFGRID3
* xyz 0 1
C 1.45 -1.86 -0.32
C 1.13 -0.41 0.01
C 0.69 0.42 -1.20
O 0.04 1.56 -0.66
C -0.64 1.17 0.54
C -2.14 1.18 0.31
C -0.08 -0.21 0.93
H 2.35 -1.95 -0.94
H 0.62 -2.34 -0.86
H 1.62 -2.44 0.59
H 2.00 0.07 0.46
H 1.53 0.76 -1.82
H 0.01 -0.16 -1.84
H -0.38 1.93 1.30
H -2.46 2.16 -0.05
H -2.68 0.96 1.24
H -2.42 0.43 -0.43
H -0.83 -0.99 0.74
H 0.18 -0.27 1.99
*
```

=====

Record 11
Molecular formula: C7H14NO2P
Method: DFT, wB97M-V/def2-TZVPD

The calculation puts the energy above the lowest of the compared OMol25 structures with the same formula, charge and spin at 79.5 kcal per mole. Its HOMO energy (alpha / beta) is -7.88 / -7.94 eV.

Geometry as ORCA input:
```
! wB97M-V def2-TZVPD RIJCOSX def2/J DEFGRID3
* xyz 0 1
C -1.89 -0.30 -0.78
C -0.61 -0.36 -0.71
C -2.60 0.39 -1.96
C 0.38 0.10 -1.62
C -0.33 0.31 -2.97
C 1.00 -0.61 4.40
C 1.55 -0.59 2.95
N -1.57 1.09 -2.62
O -1.09 -0.74 2.28
O 0.48 -2.88 1.79
P 0.33 -1.40 1.76
H -2.59 -0.49 0.06
H -3.24 -0.28 -2.59
H -3.32 1.14 -1.73
H 0.82 1.11 -1.29
H 1.08 -0.72 -1.91
H 0.34 0.83 -3.60
H -0.35 -0.77 -3.44
H 1.08 -1.68 4.65
H 1.73 0.12 5.07
H -0.07 -0.24 4.39
H 2.51 -1.13 2.91
H 1.78 0.44 2.62
H -1.86 1.73 -3.43
H -0.94 0.26 2.32
*
```

=====

Record 12
Molecular formula: C5H5NO
Method: DFT, wB97M-V/def2-TZVPD

The calculation puts the energy above the lowest of the compared OMol25 structures with the same formula, charge and spin at 89.8 kcal per mole. Its HOMO energy is -9.54 eV.

Geometry as ORCA input:
```
! wB97M-V def2-TZVPD RIJCOSX def2/J DEFGRID3
* xyz 0 1
N -1.08 2.35 -1.33
C -0.35 1.51 -1.03
C 0.58 0.45 -0.66
C 0.27 -0.97 -1.12
C 0.14 -0.60 0.29
C -0.80 -0.80 1.19
O -1.54 -1.15 2.02
H 1.62 0.77 -0.66
H -0.64 -1.13 -1.68
H 1.13 -1.58 -1.39
H 0.03 0.75 2.30
H 0.63 0.37 2.06
*
```

=====

| no. | molecular weight (u) |
| --- | --- |
| 1 | 63.03 |
| 2 | 102.13 |
| 3 | 881.18 |
| 4 | 172.23 |
| 5 | 1114.35 |
| 6 | 113.16 |
| 7 | 474.75 |
| 8 | 554.07 |
| 9 | 216.99 |
| 10 | 100.16 |
| 11 | 175.17 |
| 12 | 95.10 |